Molecular formula: C20H55Cl2O22P5
Method: DFT, wB97M-V/def2-TZVPD

The charge is -1. Its multiplicity is 2. The HOMO energy (spin up / spin down) comes out at 0.02322 / -0.28598 Ha. The value obtained for the energy is -5077.84014 a.u. The orbital gap (spin up / spin down) comes out at 1.44 / 9.81 eV.

```
104
Properties=species:S:1:pos:R:3:forces:R:3
C -0.461689 -0.303825 0.911616 0.79 0.87 -0.91
Cl -0.809004 -1.573355 -0.252890 -0.77 -0.41 0.04
Cl 0.944324 -0.836839 1.847580 -0.20 0.29 0.52
H -0.140180 0.517636 0.271357 0.09 0.07 0.24
H -1.284212 0.076945 1.517066 -0.04 -0.77 0.21
C 7.255851 0.122220 -2.086161 0.53 0.08 0.42
O 6.123660 0.808841 -1.498929 0.00 -0.33 -1.03
P 4.631519 0.429836 -1.969419 -0.46 2.00 0.37
O 4.105050 -0.761660 -1.294523 0.11 0.17 -1.03
O 3.876392 1.829514 -1.574662 1.50 -1.36 -0.48
C 2.466942 1.828850 -1.722824 -1.37 -0.02 -0.07
O 4.615451 0.486990 -3.588586 0.16 -0.03 0.29
C 5.094324 1.673063 -4.284167 0.83 0.40 0.70
H 7.126432 -0.945767 -2.261521 -0.54 0.04 0.13
H 8.084996 0.220853 -1.385534 -0.21 0.05 0.19
H 7.620271 0.568129 -3.011620 -0.52 0.28 -0.13
H 2.115898 2.748898 -2.190136 0.36 0.21 0.19
H 1.985014 1.723391 -0.750861 0.07 0.06 0.05
H 2.070252 1.039896 -2.361799 0.28 -0.28 0.01
H 5.543606 2.380985 -3.587687 -0.11 -0.07 0.32
H 4.352136 2.260898 -4.824267 -0.52 -0.71 0.11
H 5.913030 1.421810 -4.958475 -0.28 -0.50 -0.13
C 2.447192 -3.242175 0.145193 -0.15 1.22 -0.95
O 3.193389 -4.349313 0.611628 0.09 -2.21 0.81
P 2.510792 -5.568672 1.448353 -0.47 0.91 0.85
O 1.369383 -6.291746 0.840061 1.29 0.88 0.44
O 3.743686 -6.489618 1.923644 0.21 -0.12 -0.85
C 4.472681 -7.293880 0.951066 -0.23 0.39 -0.07
O 2.147866 -4.887375 2.887403 0.10 -0.26 -1.41
C 3.064512 -4.000490 3.528933 0.71 -0.37 0.67
H 1.371875 -3.324625 0.303293 0.21 0.01 0.33
H 2.611629 -3.047502 -0.914605 -0.01 -0.82 -0.30
H 2.892386 -2.319210 0.516702 -0.32 -0.19 0.77
H 5.495226 -6.923551 0.877775 -0.20 0.38 -0.22
H 3.934918 -7.266942 0.003336 0.30 0.06 -0.12
H 4.588284 -8.342877 1.223712 -0.58 0.09 0.59
H 2.932176 -4.147371 4.600853 -0.27 0.17 -0.02
H 2.968121 -2.940979 3.291767 -0.53 -0.13 -0.32
H 4.106260 -4.268423 3.352665 0.01 -0.18 -0.34
C -4.494751 -1.093384 -0.168510 -0.21 -0.54 1.35
O -4.594130 -0.473247 -1.415863 -1.79 0.03 -3.25
P -5.623199 -0.997398 -2.602881 0.88 -0.41 0.01
O -5.377899 -2.402854 -3.030638 -0.41 1.30 0.47
O -7.132338 -0.722911 -2.022979 1.22 0.52 -0.89
C -8.241427 -0.513103 -2.949953 0.62 -0.57 -0.13
O -5.390218 0.061500 -3.823678 -0.42 -0.10 3.31
C -5.174571 -0.307268 -5.137400 -0.25 -0.24 -1.83
H -4.412299 -0.268568 0.539284 -0.02 -0.21 0.26
H -3.639524 -1.759746 -0.056092 0.30 0.28 -0.48
H -5.345465 -1.726428 0.083802 -0.36 0.26 -0.07
H -8.733143 0.443448 -2.773013 0.16 -0.14 0.36
H -8.917512 -1.361987 -2.847948 -0.10 0.19 0.24
H -7.906495 -0.520916 -3.987192 0.20 0.07 0.02
H -4.369516 0.262484 -5.601480 0.50 -0.19 0.56
H -6.029062 0.017112 -5.731312 -0.43 -0.23 0.03
H -5.044125 -1.382378 -5.260761 0.17 0.07 0.06
C 0.750980 1.868352 3.825721 -0.10 0.49 0.70
O 2.085722 1.763131 3.293805 0.39 1.26 -0.16
P 3.039048 3.035643 3.074361 0.14 0.63 0.54
O 3.326446 3.960233 4.208825 -0.55 -1.36 -1.28
O 4.341658 2.388783 2.467559 -0.21 1.06 1.07
C 4.348248 1.370479 1.503110 0.74 -1.17 -0.02
O 2.423389 3.750970 1.774941 -0.77 0.24 0.21
C 3.161275 4.817885 1.220784 1.70 1.05 -0.84
H 0.071449 2.486484 3.238997 0.16 -0.53 -0.78
H 0.731973 2.418438 4.766533 0.55 -0.24 0.36
H 0.394234 0.851394 3.988910 -0.06 0.35 -0.29
H 4.821133 0.560663 2.058706 -0.07 -0.54 -0.57
H 4.994210 1.660355 0.674365 -0.17 0.08 0.12
H 3.374272 1.043823 1.138733 -0.07 0.26 0.13
H 3.867769 5.305179 1.892731 -0.24 -0.26 0.66
H 2.644009 5.656735 0.755088 -1.21 -0.44 0.45
H 3.810312 4.509143 0.401311 -0.06 -0.79 -0.09
C -4.678381 -0.414194 4.339294 -0.36 -1.04 -0.92
O -4.509283 0.941195 4.757517 0.87 0.50 -0.61
P -3.306547 1.801938 4.129859 0.54 1.74 0.12
O -2.109669 1.036783 3.718874 -0.56 0.17 0.54
O -3.021854 2.930740 5.348859 -1.09 -1.62 -2.28
C -1.875133 2.794420 6.162184 0.73 0.49 0.60
O -3.933904 2.625098 2.880473 -0.09 -0.91 2.41
C -3.281424 3.709676 2.197249 -0.46 -0.19 -0.49
H -5.592156 -0.527559 3.755982 -0.33 0.34 0.35
H -4.696385 -1.118449 5.171036 -0.07 0.49 0.32
H -3.932665 -0.807625 3.648491 0.58 0.56 0.17
H -1.325729 1.868931 5.989738 -0.12 0.03 0.02
H -2.125123 2.921183 7.215521 -0.52 -0.56 0.04
H -1.216554 3.651555 6.021901 0.18 -0.04 -0.62
H -3.386559 3.444214 1.145316 0.51 0.07 -0.07
H -2.242094 3.848718 2.494859 -0.07 -0.07 -0.04
H -3.870659 4.618341 2.320642 0.14 0.00 0.41
O -0.792392 1.101589 -2.162941 -1.46 0.67 -1.18
C -1.793064 1.181599 -2.888195 1.39 0.03 2.33
O -2.133028 0.162627 -3.661926 -2.25 0.42 -1.28
C -1.381305 -1.021715 -3.797956 1.56 -0.35 0.31
C -1.837655 -1.913576 -4.949709 -0.69 0.59 0.77
C -2.827124 2.356150 -2.864227 1.09 -1.02 -1.19
H -1.483235 -1.651169 -2.913941 0.15 0.41 0.31
H -0.349127 -0.679684 -3.873685 0.24 -0.40 -0.06
H -2.742283 -2.373266 -4.551659 -0.34 -0.11 -0.55
H -1.135527 -2.732593 -5.105696 0.20 0.26 -0.09
H -2.053090 -1.357103 -5.861859 0.13 -0.15 -0.04
H -3.522380 2.240487 -2.032756 0.17 -0.01 0.10
H -3.380229 2.333403 -3.803193 -0.23 -0.14 0.10
H -2.306335 3.313678 -2.863254 0.08 -0.18 0.48
```
Forces are in eV/Å.

Results of the Löwdin charge analysis, in e, for atoms 1 through 5: number 1, C, carries -0.950; number 2, Cl, carries 0.600; number 3, Cl, carries 0.605; number 4, H, carries 0.003; number 5, H, carries 0.025

=====

Molecular formula: C3H12N4O
Method: DFT, wB97M-V/def2-TZVPD

The charge is 0. Its multiplicity is 1. The HOMO energy comes out at -0.32990 Ha. The value obtained for the energy is -415.71822 a.u. The orbital gap comes out at 9.90 eV. Its SMILES is C=NC(N)(N)N.CO.

```
20
Properties=species:S:1:pos:R:3:forces:R:3
C 0.284561 -1.027700 -0.793186 -1.49 0.41 1.08
N 0.113859 -2.412163 -0.978415 -0.07 0.77 0.72
N 1.515023 -0.697081 -0.181548 0.45 -0.07 0.17
N 0.023060 -0.284375 -1.981588 -0.48 0.33 -0.07
C -1.743508 -1.078460 0.856104 0.37 -0.52 -0.01
N -0.886215 -0.399527 0.247334 0.97 -0.32 -0.99
H 0.937924 -2.976207 -0.832574 -0.48 -0.16 -0.46
H -0.657578 -2.626761 -1.592057 0.59 -0.50 -0.10
H 0.717562 -0.498043 -2.688541 0.04 0.02 0.16
H 1.519359 0.308355 0.036944 0.03 -0.40 -0.08
H 1.673952 -1.231136 0.664781 -0.05 0.09 0.06
H 0.032957 0.712999 -1.772699 0.04 -0.12 -0.12
H -1.831658 -2.162832 0.741374 0.03 -0.03 -0.16
H -2.393400 -0.608777 1.592796 -0.05 0.11 -0.10
C 0.220359 2.824560 1.286315 -0.13 0.04 0.13
O 0.231615 1.879338 0.256646 -1.04 -1.58 0.06
H -0.434973 0.978517 0.428323 1.28 1.93 -0.34
H -0.766280 3.296007 1.400359 0.07 0.00 0.05
H 0.939772 3.616560 1.054340 -0.05 -0.06 0.03
H 0.503609 2.386726 2.255292 -0.02 0.07 -0.02
```
Forces are in eV/Å.

Results of the Löwdin charge analysis, in e, for atoms 1 through 5: number 1, C, carries -0.677; number 2, N, carries 0.102; number 3, N, carries 0.094; number 4, N, carries 0.089; number 5, C, carries -0.036

=====

Molecular formula: C16H32O8S4
Method: DFT, wB97M-V/def2-TZVPD

The charge is 0. Its multiplicity is 1. The HOMO energy comes out at -0.36820 Ha. The value obtained for the energy is -2823.26242 a.u. The orbital gap comes out at 10.38 eV. Its SMILES is O=S1(=O)CCCC1.O=S1(=O)CCCC1.O=S1(=O)CCCC1.O=S1(=O)CCCC1.

```
60
Properties=species:S:1:pos:R:3:forces:R:3
C -2.418755 3.661691 -1.374679 1.21 0.54 0.89
C -1.285483 3.735276 -0.273417 -0.05 -0.34 -1.35
C 0.069239 3.488634 -0.961409 -0.41 -0.40 -1.17
S -0.277411 2.249475 -2.331959 -3.58 3.94 0.35
O 0.253429 0.981640 -1.933316 0.89 0.12 -1.41
O -0.162717 2.888569 -3.642231 0.78 -1.16 0.99
C -2.171520 2.304605 -1.972137 0.94 -0.88 -0.96
H -2.300328 4.480228 -2.084656 0.14 -0.19 -0.39
H -3.437120 3.781595 -1.005039 0.12 -0.26 0.39
H -1.381911 2.856251 0.363856 -0.84 1.76 -0.50
H -1.100214 4.680424 0.236954 -0.84 -0.04 0.29
H 0.819541 2.995316 -0.343535 -0.08 0.27 0.12
H 0.384316 4.459356 -1.344218 0.56 -0.44 -0.50
H -2.396611 1.441068 -1.346248 0.25 0.64 0.64
H -2.717091 2.058339 -2.883062 0.31 0.41 -0.38
C 4.310062 0.830521 3.340152 1.24 -1.07 -0.50
C 5.446327 -0.228501 3.695456 0.05 0.74 0.76
C 4.836030 -1.624444 3.585802 -1.17 0.78 -0.17
S 3.939373 -1.452293 1.928933 2.06 -1.31 0.78
O 2.614065 -2.003472 2.128559 0.37 -0.21 -0.51
O 4.849426 -1.914109 0.862513 -1.69 0.70 1.23
C 3.899824 0.380093 1.900909 0.63 -0.17 1.34
H 4.655126 1.864332 3.356223 0.44 -0.11 -0.41
H 3.520834 0.871030 4.090879 -0.27 -0.73 -0.19
H 5.949135 0.001881 4.634721 -0.62 -0.26 0.53
H 6.326288 -0.172218 3.054658 -0.33 0.22 -0.77
H 4.038310 -1.797574 4.308140 -0.40 0.57 -0.05
H 5.434473 -2.511725 3.792451 0.56 0.21 -1.13
H 2.935212 0.770785 1.576902 1.08 -0.15 -0.11
H 4.770961 0.532805 1.263797 -0.42 0.59 -0.35
C -2.071912 -2.090684 -1.618495 -0.52 -0.06 -2.39
C -2.862740 -3.330239 -2.009132 -0.69 -1.25 0.23
C -3.437329 -3.132275 -3.403076 -0.76 1.91 0.43
S -4.190637 -1.449664 -3.250297 0.30 -0.49 1.32
O -5.507885 -1.499618 -2.607381 1.65 0.07 -0.57
O -4.008142 -0.806288 -4.517390 -0.32 0.57 -0.40
C -2.838465 -0.835990 -2.080738 -0.01 -0.65 0.09
H -1.137319 -2.180235 -2.172215 0.23 0.32 -0.23
H -1.711870 -2.054824 -0.590295 -3.65 1.28 -3.57
H -3.660797 -3.518163 -1.290869 -0.37 0.16 -0.06
H -2.304126 -4.265939 -1.986006 0.48 0.17 0.03
H -4.252926 -3.744283 -3.788206 0.28 -0.33 0.28
H -2.682645 -2.922168 -4.160981 0.10 -0.42 0.00
H -3.172374 -0.301634 -1.191304 -0.83 -0.12 -0.40
H -2.177158 -0.161903 -2.625147 -0.32 -0.23 -0.30
C 0.477877 -0.843628 -0.109777 -0.26 -0.13 0.42
C -0.565053 -1.749595 0.624464 1.09 1.05 2.72
C -1.571608 -0.720270 1.331783 0.99 0.13 -0.62
S -0.496061 0.609559 1.958847 1.05 -1.49 -1.44
O -0.242480 0.345134 3.352373 -0.21 0.79 0.23
O -0.929853 1.900787 1.409242 0.56 -2.33 2.66
C 0.980174 0.112340 0.978025 -1.01 0.49 0.97
H 0.040417 -0.330797 -0.966355 -0.28 -0.45 1.01
H 1.384295 -1.258854 -0.550333 -0.18 -0.95 0.24
H -0.092826 -2.340901 1.408982 0.21 0.12 0.16
H -1.157964 -2.437137 0.021272 3.14 -1.14 3.11
H -2.189620 -1.084679 2.152372 0.24 -0.16 -0.07
H -2.189910 -0.176824 0.617310 -0.13 -0.34 -0.17
H 1.661011 -0.385456 1.668511 -1.07 -0.38 -0.10
H 1.505115 1.044649 0.769818 -0.64 0.09 -1.03
```
Forces are in eV/Å.

Results of the Löwdin charge analysis, in e, for atoms 1 through 5: number 1, C, carries -0.186; number 2, C, carries -0.211; number 3, C, carries -0.193; number 4, S, carries 0.767; number 5, O, carries -0.356

=====

The lowest energy belongs to which entry? C20H55Cl2O22P5

=====

Number 3 is which compound? C16H32O8S4